122
Properties=species:S:1:pos:R:3:mulliken_charge:R:1 method="wB97M-V/def2-TZVPD" homo_lumo_gap_ev=9.3 lumo_energy_ev=0.5 e_tot_ha=-3188.66871 fmax_ev_per_a=1.89
C -3.27145 8.12742 -1.55308 -0.56
N -4.40106 7.20979 -1.80840 0.08
C -5.32922 7.24557 -0.63342 -0.95
B -3.99491 5.84016 -1.97764 0.68
O -4.94208 4.90510 -2.41083 -0.54
O -2.67877 5.37606 -1.73213 -0.45
S -1.82616 5.10063 -3.10885 0.46
O -1.63014 6.40138 -3.69160 -0.54
O -0.37586 4.63877 -2.51287 -0.27
C 0.13382 3.51363 -3.26121 -0.26
C 1.64716 3.64410 -3.43572 -1.00
C 2.38833 3.63662 -2.09058 -1.06
C 2.51069 2.22155 -1.46887 0.74
C 2.63152 2.37979 0.05606 -0.68
C 3.12292 1.11655 0.78736 -0.82
C 2.55634 -0.18900 0.21648 -0.50
S 0.75414 -0.33208 0.38058 -0.28
C 0.24331 -0.60784 -1.27907 0.63
N 0.98103 -1.09453 -2.20337 -0.22
N 0.19542 -1.11412 -3.35129 -0.49
C -0.93448 -0.63028 -3.02922 -0.11
O -1.00179 -0.29666 -1.70689 -0.31
H -2.51112 7.71908 -0.87499 0.27
H -2.83430 8.40339 -2.51334 0.28
H -3.62076 9.05469 -1.08359 0.06
H -5.43508 8.26985 -0.27655 0.24
H -6.31652 6.87742 -0.92791 0.30
H -4.92588 6.60522 0.16669 0.33
H -5.47245 4.64389 -1.64830 0.28
H -0.04342 2.61703 -2.65348 0.07
H -0.34313 3.43279 -4.24213 0.60
H 2.02150 2.91242 -4.15794 0.43
H 1.80356 4.63658 -3.88449 0.41
H 1.79620 4.24918 -1.39781 0.43
H 3.36243 4.12624 -2.17382 0.44
H 3.41600 1.78697 -1.91063 0.26
H 1.64155 1.62102 -1.75139 -0.59
H 1.68521 2.76626 0.44538 0.34
H 3.38303 3.16384 0.22272 0.38
H 2.76836 1.19092 1.82471 0.31
H 4.21449 1.06129 0.79597 0.40
H 2.91308 -0.35448 -0.80171 0.46
H 2.98566 -1.01197 0.79993 0.20
H -1.77815 -0.48616 -3.69788 0.52
C 4.69526 -3.86828 4.20973 0.03
C 5.59131 -4.56821 3.19807 -0.49
C 5.15180 -3.91848 1.89575 -0.49
O 4.73275 -2.58757 2.22211 -0.33
C 4.61951 -2.45969 3.64306 -0.49
H 5.07899 -3.89539 5.22911 0.40
H 3.70241 -4.32644 4.20437 -0.28
H 6.63889 -4.33151 3.40278 0.29
H 5.48312 -5.65193 3.18920 0.26
H 4.29720 -4.44590 1.45957 0.25
H 5.94949 -3.87665 1.15296 0.29
H 5.45209 -1.84135 3.99680 0.27
H 3.68404 -1.95545 3.89115 0.29
C 0.82185 -6.18328 5.85863 -0.61
C -0.11894 -6.15829 4.66204 -0.54
C 0.85724 -6.09644 3.49910 -0.25
O 2.04390 -6.78666 3.91434 -0.44
C 1.97532 -7.02387 5.33088 -0.15
H 0.37459 -6.59729 6.76154 0.38
H 1.16593 -5.16929 6.08213 0.25
H -0.69201 -7.08808 4.62077 0.29
H -0.82152 -5.32615 4.66995 0.34
H 1.12998 -5.06079 3.26478 0.11
H 0.46401 -6.56395 2.59536 0.24
H 1.79509 -8.08576 5.48336 0.13
H 2.92947 -6.76368 5.79240 0.24
C -3.44419 0.09530 -7.89366 -0.56
C -1.96451 0.04697 -8.24993 -0.58
C -1.30938 0.29897 -6.90115 -0.36
O -2.19326 -0.23984 -5.90950 -0.27
C -3.45372 -0.55132 -6.51748 -0.55
H -4.08611 -0.41866 -8.60762 0.33
H -3.77596 1.13394 -7.82255 0.27
H -1.70276 -0.94974 -8.61310 0.26
H -1.66953 0.77276 -9.00625 0.35
H -1.19511 1.37097 -6.70763 0.18
H -0.33194 -0.17554 -6.81175 0.30
H -3.53496 -1.64093 -6.59079 0.33
H -4.26348 -0.18474 -5.88522 0.28
C 3.90540 -11.78144 4.53548 -0.56
C 5.20434 -11.05456 4.85675 -0.55
C 4.72393 -9.62075 5.02424 -0.39
O 3.38395 -9.69279 5.52226 -0.32
C 2.90877 -11.03817 5.41179 -0.43
H 3.93628 -12.85067 4.74098 0.34
H 3.65340 -11.64368 3.48127 0.28
H 5.61498 -11.42543 5.79922 0.26
H 5.96925 -11.15911 4.08846 0.33
H 4.70126 -9.09337 4.06455 0.21
H 5.33954 -9.04847 5.71984 0.31
H 2.86751 -11.46799 6.41866 0.29
H 1.90057 -11.03488 4.99451 0.26
C -3.25337 -3.63469 -0.56104 -0.54
C -1.75214 -3.65878 -0.81811 -0.25
C -1.19670 -3.34118 0.56218 -0.01
O -2.13245 -3.86756 1.51121 -0.45
C -3.33941 -4.23147 0.83616 -0.54
H -3.83489 -4.19033 -1.29589 0.37
H -3.61241 -2.60215 -0.55131 0.25
H -1.44303 -4.66067 -1.12583 0.31
H -1.42440 -2.95435 -1.58086 0.04
H -1.12158 -2.26142 0.72417 0.02
H -0.21480 -3.78550 0.73241 0.25
H -3.39120 -5.32536 0.79694 0.30
H -4.19727 -3.86407 1.40111 0.28
C -4.09370 13.85100 -1.07925 -0.53
C -3.46543 13.69373 0.29895 -0.55
C -4.24868 12.51932 0.86528 -0.38
O -4.61467 11.69518 -0.24670 -0.39
C -4.36115 12.40445 -1.46511 -0.43
H -3.45894 14.37056 -1.79566 0.33
H -5.03605 14.39839 -0.99852 0.26
H -2.41048 13.42735 0.19823 0.26
H -3.53264 14.58701 0.91848 0.34
H -5.16817 12.85485 1.35690 0.24
H -3.66942 11.93100 1.57814 0.27
H -3.48578 11.95376 -1.94508 0.25
H -5.21634 12.29638 -2.13298 0.32